DFT (the ωB97M-V functional and the def2-TZVPD basis) results for a molecular structure, C54H56KN7.

Geometry as XYZ:
```
118
Properties=species:S:1:pos:R:3:forces:R:3
K -0.9968 0.5738 0.2002 -0.812 0.378 0.363
C -3.0765 -5.8195 -1.5245 -0.001 -0.005 -0.008
C -3.9203 -4.7956 -0.7588 -0.002 0.004 0.004
C -3.4946 -3.3823 -1.0167 -0.032 0.001 -0.010
C -3.9605 -2.5411 -1.9991 0.013 -0.041 0.040
C -5.0025 -2.8174 -3.0383 -0.010 -0.003 -0.001
C -4.4061 -3.1624 -4.4073 0.000 0.001 -0.004
C -3.1724 -1.3306 -1.8919 -0.011 0.051 -0.053
N -2.3017 -1.4121 -0.8970 0.023 -0.275 -0.157
C -2.4378 -2.6665 -0.3433 -0.013 -0.007 0.019
C -1.5995 -3.2350 0.6187 0.000 0.035 -0.014
C -0.4396 -2.7878 1.2572 0.014 0.031 -0.012
C 0.4197 -3.5697 2.1028 -0.094 0.012 0.041
C 0.2477 -5.0111 2.4794 0.070 -0.021 -0.008
C 0.4335 -5.9799 1.3047 0.049 -0.017 0.016
C 1.4567 -2.7370 2.4674 0.043 -0.078 -0.115
C 1.1845 -1.4673 1.8336 -0.025 0.018 0.046
C 2.0921 -0.2800 2.0166 0.027 0.042 0.070
C 2.3482 1.5022 0.6777 0.038 0.094 -0.066
N 1.3466 1.3650 -0.3567 -0.027 -0.111 0.079
C 1.3398 2.4143 -1.1183 0.039 -0.070 -0.031
C 0.4686 2.7541 -2.2180 -0.045 -0.008 0.001
C -0.6792 2.1353 -2.7108 0.028 0.006 -0.039
N -1.2656 1.0206 -2.2765 0.204 -0.072 -0.030
C -2.4111 0.8179 -2.9913 0.150 0.033 0.010
C -3.2908 -0.2098 -2.8142 0.003 -0.047 0.017
C -2.5413 1.8966 -4.0068 -0.034 0.008 -0.037
C -1.4788 2.7061 -3.8443 -0.022 0.011 0.028
C -1.1031 3.9183 -4.6351 -0.021 -0.010 0.002
C 0.0194 3.6378 -5.6386 0.014 0.006 -0.015
C -3.6336 1.9834 -5.0251 -0.002 0.010 -0.001
C -3.4045 1.0418 -6.2115 0.006 0.003 0.004
C 2.4362 3.3384 -0.7224 -0.005 0.056 -0.013
C 3.0773 2.8042 0.3260 0.014 0.003 -0.004
C 4.3099 3.4643 0.8925 -0.027 0.006 0.005
C 5.5640 3.1587 0.0681 0.016 0.007 -0.004
C 2.7000 4.6623 -1.3747 0.017 -0.015 0.013
C 1.7201 5.7318 -0.8837 -0.012 0.022 -0.010
N 0.0810 -1.5207 1.1284 0.103 0.085 -0.063
C 2.6234 -3.0761 3.3481 0.011 0.014 -0.006
C 2.3352 -2.8515 4.8352 -0.001 0.006 0.004
H -3.3912 -6.8457 -1.3108 0.005 -0.002 0.002
H -2.0224 -5.7178 -1.2618 0.000 0.001 0.009
H -3.1584 -5.6512 -2.6001 -0.006 -0.003 -0.001
H -3.8672 -5.0144 0.3118 0.010 -0.002 -0.002
H -4.9714 -4.9199 -1.0399 0.000 0.003 0.005
H -5.6580 -1.9462 -3.1500 0.001 0.000 -0.003
H -5.6465 -3.6400 -2.7094 0.002 0.000 0.000
H -3.7510 -2.3585 -4.7468 -0.001 0.000 -0.001
H -5.1834 -3.3194 -5.1621 -0.001 0.000 -0.001
H -3.8005 -4.0685 -4.3428 0.000 -0.001 -0.001
H -1.8827 -4.2500 0.8933 0.015 -0.007 -0.011
H -0.7322 -5.1711 2.9433 -0.013 -0.026 -0.051
H 0.9850 -5.2656 3.2469 -0.017 0.036 0.034
H -0.3920 -5.9237 0.5958 -0.015 0.044 -0.009
H 0.5142 -7.0159 1.6492 -0.030 -0.001 -0.001
H 1.3437 -5.7268 0.7579 0.016 -0.021 0.012
H 2.6755 -0.5322 2.9022 -0.001 -0.002 -0.004
H 0.7303 3.6797 -2.7158 0.003 0.006 -0.001
H -4.1494 -0.2364 -3.4792 -0.003 0.002 -0.001
H -0.7824 4.7108 -3.9517 0.003 0.003 -0.004
H -1.9785 4.3021 -5.1686 0.000 -0.003 0.003
H 0.8940 3.2366 -5.1256 0.000 0.000 0.005
H 0.3142 4.5455 -6.1732 0.002 -0.002 -0.001
H -0.3010 2.8955 -6.3727 -0.005 -0.001 0.001
H -3.7224 3.0113 -5.3901 -0.002 -0.003 -0.002
H -4.5897 1.7369 -4.5538 0.003 0.001 0.004
H -2.4815 1.3032 -6.7330 -0.001 0.000 -0.002
H -4.2307 1.0888 -6.9266 0.001 0.000 -0.003
H -3.3052 0.0127 -5.8641 0.000 -0.002 -0.001
H 4.4765 3.1931 1.9270 0.004 -0.001 0.000
H 4.1493 4.5479 0.8903 0.000 -0.004 0.012
H 5.7531 2.0862 0.0235 -0.009 -0.003 0.005
H 6.4452 3.6429 0.5009 0.008 -0.005 -0.008
H 5.4480 3.5119 -0.9588 0.002 -0.001 0.001
H 2.6132 4.5582 -2.4598 0.001 0.001 -0.002
H 3.7242 4.9886 -1.1796 -0.004 0.002 0.006
H 0.6919 5.4119 -1.0563 0.000 0.001 0.001
H 1.8801 6.6861 -1.3937 -0.002 0.000 0.001
H 1.8360 5.8893 0.1904 0.008 -0.007 0.002
H 3.4950 -2.4801 3.0586 0.002 -0.008 -0.001
H 2.9175 -4.1197 3.1904 -0.016 -0.009 0.013
H 2.0744 -1.8079 5.0200 0.005 0.000 0.004
H 3.1960 -3.1102 5.4604 0.001 0.003 0.004
H 1.4808 -3.4539 5.1517 0.002 -0.004 0.001
C 5.4218 -1.1572 -0.2243 0.046 0.023 0.046
C 4.0661 -1.2752 -0.7686 -0.028 0.009 0.004
N 3.0365 -0.7176 -0.2901 0.018 0.001 -0.013
C 3.1189 0.1217 0.8815 -0.034 -0.049 -0.045
C 4.4873 0.2343 1.5343 0.074 0.002 0.023
C 5.6010 -0.4407 0.8879 -0.001 -0.024 -0.040
C 4.7256 0.8495 2.7106 -0.012 -0.010 -0.006
C 3.8004 1.6508 3.5012 -0.021 0.009 0.004
C 2.5139 1.8822 3.2180 0.025 0.005 0.024
C 1.6678 1.2519 2.1255 -0.023 -0.018 0.031
N 0.3088 1.6677 2.2535 0.077 -0.153 -0.098
C -0.3487 1.2739 3.3233 0.076 0.034 0.032
C 0.1752 0.5408 4.4294 0.038 0.004 -0.072
C -0.5600 0.3014 5.5831 -0.022 -0.021 0.057
C -1.8643 0.7176 5.7423 0.015 0.000 -0.012
C -2.4961 1.3457 4.6431 -0.032 -0.025 0.002
C -3.8582 1.7183 4.6731 0.010 -0.003 0.014
C -4.4584 2.2483 3.5647 0.016 0.001 -0.011
C -3.6864 2.3984 2.4015 -0.021 0.012 0.009
N -2.4116 2.0913 2.3436 0.088 0.022 -0.029
C -1.7901 1.5925 3.4319 0.072 0.034 0.024
H 6.2451 -1.6627 -0.7145 -0.016 -0.007 -0.017
H 3.9212 -1.8998 -1.6511 0.005 -0.005 -0.002
H 6.5825 -0.3430 1.3425 -0.005 0.013 0.015
H 5.7481 0.8087 3.0794 0.004 -0.002 -0.005
H 4.2363 2.1736 4.3477 0.000 0.001 0.002
H 1.9690 2.5907 3.8329 -0.006 -0.003 0.001
H 1.1886 0.1694 4.3770 -0.001 -0.008 0.007
H -0.0794 -0.2425 6.3928 0.012 0.000 -0.010
H -2.4235 0.5173 6.6487 -0.011 0.007 -0.003
H -4.4216 1.5568 5.5873 0.004 -0.002 0.003
H -5.5062 2.5254 3.5667 0.001 0.003 -0.010
H -4.1373 2.7730 1.4864 -0.003 0.003 0.002
```
Forces are in eV/Å.

- net charge = -2
- E (hartree) = -3074.54180
- relative energy (zero: lowest compared OMol25 entry of this formula, charge and spin) (kJ/mol) = 343.8
- molecular weight (u) = 842.189
- Kohn-Sham gap (eV) = 4.8
- highest occupied orbital energy (eV) = -0.5

---

DFT (the ωB97M-V functional and the def2-TZVPD basis) results for 4 unconnected molecules or ions with the total composition C12H21ClNO8S2 at a distorted geometry.

Geometry as XYZ:
```
45
Properties=species:S:1:pos:R:3:forces:R:3
Cl 1.1084 0.2789 1.2985 1.738 0.146 0.393
C 0.9484 -2.0213 -2.6586 -0.373 -1.477 -1.593
C -0.1704 -2.8735 -2.9357 0.942 2.292 1.109
C -1.2582 -2.5282 -2.2042 -2.617 -0.699 0.444
C -1.2980 -1.5666 -1.1977 1.110 -0.647 -1.286
C -0.1208 -0.8012 -0.9786 -3.747 -0.564 1.785
C 0.9882 -0.9672 -1.7471 0.532 -3.490 -1.651
N -2.6440 -1.3891 -0.5329 1.320 3.280 0.973
O -2.6599 -0.6033 0.4573 -1.199 0.558 -6.136
O -3.6610 -1.8873 -0.9547 0.242 -0.858 -0.281
H 1.7716 -2.2413 -3.3222 0.669 0.354 0.152
H -0.3121 -3.6089 -3.7139 0.697 -0.006 -0.038
H -2.1993 -3.0102 -2.4240 -0.178 -0.250 0.065
H -0.2041 -0.1781 -0.1004 0.629 0.118 -0.636
H 1.9084 -0.4030 -1.7827 -0.912 -1.825 1.451
O -0.6175 -3.1275 3.5761 -2.345 1.125 0.369
S -1.6169 -2.0450 3.7094 2.935 1.295 0.622
O -2.9296 -2.1644 4.3114 1.188 -0.528 -0.253
O -0.8495 -0.8631 4.6547 -1.533 -3.232 -0.246
C 0.3073 -0.1881 4.1864 -0.410 1.607 0.049
C -0.2953 1.1533 3.7958 1.235 2.164 0.345
C -1.7431 -1.1701 2.1260 0.899 -2.550 3.225
H 0.9642 -0.6021 3.4213 -0.841 -0.548 -0.194
H 0.9756 -0.0270 5.0323 -0.260 -0.204 0.414
H -1.1714 1.4152 4.3890 -0.305 -0.537 -0.134
H -0.3841 1.4294 2.7451 -0.380 -0.741 0.128
H 0.3854 1.9398 4.1214 0.472 0.190 0.024
H -1.9673 -0.1355 2.3859 0.143 -0.382 -0.187
H -2.5337 -1.6896 1.5846 0.184 -0.625 2.090
H -0.7905 -1.3918 1.6447 -0.014 0.624 0.174
O 1.4627 3.2995 -0.2443 -0.937 -0.915 -2.525
S 0.7010 2.6918 -1.3486 0.257 -3.247 5.393
O 0.3522 3.4334 -2.4742 -0.582 1.755 -2.513
O 1.3445 1.2135 -1.8208 -0.710 3.621 -0.278
C 2.6387 1.1352 -2.4399 0.601 3.919 -0.171
C 2.8680 2.3869 -3.3570 0.163 -0.397 -0.319
C -0.8201 1.9253 -0.5998 0.262 1.633 0.134
H 2.7868 0.2082 -2.9940 -0.334 0.253 -0.038
H 3.3495 1.2296 -1.6189 0.287 -0.454 -0.037
H 2.8444 3.3700 -2.8868 0.256 -0.362 0.769
H 2.0999 2.5458 -4.1139 0.018 -0.697 -0.218
H 3.8470 2.2966 -3.8276 0.007 -0.088 -0.158
H -1.4457 2.7603 -0.2843 -0.081 0.479 -0.708
H -0.5926 1.5165 0.3846 0.628 -0.416 -0.454
H -1.3672 1.2541 -1.2618 0.344 0.326 -0.055
```
Forces are in eV/Å.

- net charge = -1
- E (hartree) = -2382.85022
- molecular weight (u) = 406.886
- Kohn-Sham gap (eV) = 7.0
- highest occupied orbital energy (eV) = -5.1

---

DFT (the ωB97M-V functional and the def2-TZVPD basis) results for 2 unconnected molecules or ions with the total composition C3H7F3N2O at a distorted geometry.

Geometry as XYZ:
```
16
Properties=species:S:1:pos:R:3:forces:R:3
C -0.8285 1.6052 0.2409 0.290 2.489 -0.061
C 1.2170 0.4375 -0.4034 -0.490 1.148 0.480
C 2.6126 0.1551 -0.0004 1.242 0.889 -0.312
N 0.7374 -2.7511 -0.0802 -1.932 1.285 -1.793
N 0.5721 1.4043 0.3596 2.099 -1.816 0.121
O 0.2546 -1.6153 0.4225 0.096 -0.145 -0.059
F 3.5476 1.0517 -0.4297 -0.304 1.289 -0.383
F 3.0589 -0.9437 -0.5511 -0.022 -2.439 -0.953
F 2.8839 0.0645 1.2982 -0.980 -0.011 1.080
H -0.8819 2.7321 0.2505 -1.032 -1.100 -0.070
H -1.2124 1.1881 -0.6617 -0.269 -0.152 -0.668
H -1.3118 1.1686 1.0795 -0.811 -0.264 0.657
H 1.0504 0.4997 -1.4939 0.019 -0.364 0.706
H 0.3815 -2.8523 -1.0885 0.854 -0.220 1.826
H 1.7255 -2.6861 -0.0194 1.176 -0.612 -0.123
H 0.8705 1.3971 1.3356 0.065 0.024 -0.447
```
Forces are in eV/Å.

- net charge = 0
- E (hartree) = -602.71080
- relative energy (zero: lowest compared OMol25 entry of this formula, charge and spin) (kJ/mol) = 153.5
- molecular weight (u) = 144.096
- Kohn-Sham gap (spin up / spin down) (eV) = 9.7 / 7.5
- highest occupied orbital energy (spin up / spin down) (eV) = -9.1 / -7.4

---

DFT (the ωB97M-V functional and the def2-TZVPD basis) results for a molecular structure, C16H18IN3O2Pt at a distorted geometry.

Geometry as XYZ:
```
41
Properties=species:S:1:pos:R:3:forces:R:3
C -0.2735 -1.7465 -2.5473 -0.050 -1.696 -1.353
C -3.0132 -0.3058 -0.5880 -2.135 -0.632 1.156
H 0.2046 -1.2569 -3.4049 -0.013 -0.117 0.296
H -1.1970 -2.2179 -2.9361 0.285 0.112 0.092
H 0.3177 -2.5775 -2.1345 0.009 0.342 -0.076
H -3.1192 -0.7029 0.4261 -0.012 0.072 0.018
H -3.4847 0.6802 -0.6752 0.103 -0.422 -0.140
H -3.4878 -1.0489 -1.2585 0.070 0.446 0.092
C 1.9577 -0.2300 -1.6851 0.017 0.672 -0.080
C 3.1770 0.4056 -1.9045 -0.132 -0.264 0.201
C 3.3414 1.7149 -1.4647 -0.223 0.006 -0.256
C 2.2677 2.3439 -0.8414 -0.385 -0.128 0.185
H 1.8177 -1.2682 -1.9715 -0.007 0.409 0.053
H 3.9538 -0.1625 -2.4179 -0.072 0.306 0.294
H 4.2908 2.2339 -1.6155 -0.376 -0.101 0.054
H 2.3367 3.3663 -0.4853 0.232 -0.204 -0.081
N 0.9099 0.4034 -1.1390 1.362 1.215 0.688
C 1.0607 1.6559 -0.6380 1.207 -0.865 -1.132
C -0.0041 2.1478 0.2347 -1.283 0.563 1.180
N -1.0912 1.3604 0.3772 0.686 1.152 0.504
C -1.9778 1.6289 1.3354 0.286 0.446 0.035
C -0.7663 3.5700 2.0420 -0.375 -0.090 -0.144
C -1.8572 2.7174 2.2044 0.124 -0.305 -0.249
H -2.8243 0.9557 1.4291 0.221 0.143 -0.048
H -2.6255 2.8519 2.9706 0.416 0.100 -0.240
C 0.1540 3.2968 1.0341 0.012 -0.433 -0.331
H 1.0119 3.9426 0.8660 -0.229 -0.110 0.244
H -0.6604 4.4412 2.6890 0.097 -0.222 -0.231
Pt -1.0932 -0.5049 -1.1532 0.167 -0.022 -0.614
I -1.9990 0.8558 -3.1644 0.146 0.502 -0.604
O 0.8753 -0.0705 1.7354 -0.261 -0.977 -0.496
C 0.5131 -1.2013 1.4354 -0.376 0.145 -0.151
C 0.9484 -2.4561 2.1662 0.304 0.087 0.292
C 0.0393 -3.5500 1.6520 -0.104 -0.537 -0.032
C -0.6905 -2.9418 0.4686 -0.024 0.146 -0.444
O -1.4319 -3.5211 -0.3187 0.757 0.797 0.986
N -0.3544 -1.5877 0.4062 -0.135 -0.557 0.488
H 2.0030 -2.6469 1.9043 -0.333 0.146 0.220
H 0.8682 -2.3029 3.2482 0.193 0.049 -0.252
H 0.6032 -4.4246 1.3140 -0.334 -0.037 0.121
H -0.7009 -3.8478 2.4051 0.164 -0.134 -0.242
```
Forces are in eV/Å.

- net charge = 0
- E (hartree) = -1352.18712
- multiplicity = 3
- relative energy (zero: lowest compared OMol25 entry of this formula, charge and spin) (kJ/mol) = 0.0
- molecular weight (u) = 606.321
- Kohn-Sham gap (spin up / spin down) (eV) = 5.6 / 6.8
- highest occupied orbital energy (spin up / spin down) (eV) = -6.3 / -8.3